No. 1
The following is a quantum chemistry calculation of C12H48BN17O10Si2 as an isolated structure, from the OMol25 dataset.

HOMO level: -0.3371 Ha
E_LUMO: 0.3910 eV
Frontier orbital gap: 9.564 eV

```
90
C12H48BN17O10Si2 (wB97M-V/def2-TZVPD)
C -2.5953 -3.2132 -1.4352
C -1.3005 -2.9116 -2.2482
C -0.5042 -4.2547 -2.4218
C -0.4729 -1.7561 -1.5836
Si 1.0507 -1.4027 -2.6635
O 2.4632 -0.9496 -1.7859
Si 2.8862 -2.0563 -0.5411
B 3.0706 -0.9779 1.1243
N 4.3268 -0.9820 1.9018
O 1.9275 -0.1979 1.4704
H -2.3165 -3.4780 -0.4023
H -3.1686 -4.0153 -1.9204
H -3.2543 -2.3200 -1.4399
H -1.5579 -2.5675 -3.2719
H -0.1092 -4.3578 -3.4464
H -1.2123 -5.0665 -2.2247
H 0.3447 -4.3316 -1.7181
H -1.0624 -0.8259 -1.5728
H -0.2561 -1.9989 -0.5271
H 0.7066 -0.2412 -3.5179
H 1.2977 -2.5243 -3.5982
H 4.1624 -2.7536 -0.7465
H 1.7613 -2.9804 -0.2691
H 5.1034 -1.2071 1.2957
H 4.3018 -1.6186 2.6917
H 1.5041 -0.0058 0.6270
C -0.9499 2.4137 -1.4417
O -0.4552 1.2930 -1.3664
N -1.8006 2.7665 -2.4439
N -0.6829 3.3934 -0.5372
H -2.2126 3.6755 -2.5296
H -2.0153 2.0677 -3.1302
H -0.0558 3.1676 0.2113
H -1.0684 4.3177 -0.5853
C 3.5790 3.8079 -0.5700
O 3.9304 4.9755 -0.7051
N 3.4871 3.2001 0.6442
N 3.2472 3.0201 -1.6231
H 3.1977 2.2482 0.7696
H 3.7235 3.7457 1.4508
H 3.3023 3.4288 -2.5369
H 2.9510 2.0638 -1.5337
C 1.2051 7.3510 -2.4194
O 0.2804 6.6805 -1.9704
N 1.0684 8.1208 -3.5393
N 2.4343 7.3825 -1.8430
H 1.8062 8.6764 -3.9259
H 0.1734 8.1199 -3.9896
H 2.5724 6.8224 -1.0195
H 3.2018 7.9219 -2.1939
C -5.7009 -5.2324 -0.1322
O -4.5220 -5.2967 -0.4437
N -6.1516 -5.5464 1.1115
N -6.6675 -4.8311 -1.0140
H -7.1141 -5.4948 1.3833
H -5.4700 -5.8360 1.7883
H -6.3699 -4.5896 -1.9408
H -7.6409 -4.7699 -0.7848
C -1.6169 -8.2815 -2.0482
O -1.0221 -7.2174 -2.1175
N -1.0469 -9.4666 -2.4147
N -2.9004 -8.3657 -1.5968
H -1.5163 -10.3497 -2.3655
H -0.1031 -9.4357 -2.7504
H -3.3466 -7.5074 -1.3170
H -3.4117 -9.2237 -1.5290
C -5.1570 -2.3656 2.6247
O -4.6442 -3.4711 2.6779
N -6.0259 -2.0110 1.6339
N -4.9022 -1.3944 3.5481
H -6.4577 -1.1100 1.5672
H -6.2303 -2.7021 0.9356
H -4.2659 -1.6229 4.2882
H -5.3101 -0.4802 3.5232
C 3.4551 0.9496 6.0104
O 2.7924 1.0006 7.0359
N 4.7866 1.2476 5.9841
N 2.9218 0.5919 4.8087
H 5.3491 1.2126 5.1556
H 5.2128 1.5151 6.8508
H 1.9453 0.3658 4.7898
H 3.4494 0.5432 3.9543
C 4.1702 8.5396 1.7637
O 5.2542 8.7801 1.2553
N 3.5905 7.3069 1.7066
N 3.4496 9.4882 2.4305
H 2.7019 7.0907 2.1152
H 4.0924 6.5818 1.2187
H 3.8471 10.4062 2.4905
H 2.5590 9.3157 2.8546
```

The molecule's Mulliken atomic charges, reported in e, are given here: -1.7081, 0.8841, -0.9462, -0.9296, 0.4856, -0.1534, 0.3575, 0.5390, -0.5045, -0.6933, 0.3292, 0.4401, 0.3948, 0.2268, 0.2944, 0.2301, 0.1237, 0.3346, 0.4243, -0.2618, -0.1824, -0.2495, -0.1043, 0.2177, 0.2286, 0.2485, 0.5550, -0.4618, -0.4060, -0.3743, 0.1647, 0.2164, 0.1769, 0.1441, 0.6613, -0.6935, -0.2672, -0.2853, 0.1381, 0.1522, 0.1883, 0.0891, 0.6556, -0.6642, -0.3934, -0.2303, 0.1570, 0.2219, 0.1140, 0.1594, 0.5448, -0.5710, -0.3345, -0.3891, 0.1713, 0.1982, 0.2078, 0.1712, 0.5523, -0.6017, -0.4214, -0.3437, 0.1489, 0.2303, 0.2416, 0.1546, 0.6406, -0.5822, -0.3260, -0.4220, 0.1650, 0.1926, 0.2233, 0.1464, 0.5716, -0.6590, -0.3566, -0.2338, 0.1729, 0.2076, 0.1487, 0.1355, 0.6534, -0.6484, -0.3193, -0.3863, 0.1620, 0.1271, 0.2224, 0.1609

No. 2
The following is a quantum chemistry calculation of a single C4H8O2 molecule, from the OMol25 dataset.

HOMO level: -0.3553 Ha
Energy relative to the best compared isomer or geometry (same formula, charge and spin): 159.0 kJ/mol
E_LUMO: 0.8671 eV
SMILES: O[C@@H]1CC[C@@H]1O
Frontier orbital gap: 10.535 eV

```
14
C4H8O2 (wB97M-V/def2-TZVPD)
O 2.0258 -0.0396 0.5880
C 1.0175 0.0452 -0.3726
C 0.0482 1.2490 -0.2750
C -1.1532 0.2817 -0.3228
C -0.1921 -0.9170 -0.1829
O -0.1306 -1.4658 1.1183
H 1.5829 -0.3085 1.4082
H 1.4938 -0.0661 -1.3517
H 0.1036 1.9927 -1.0740
H 0.1687 1.7600 0.6842
H -1.6914 0.2837 -1.2743
H -1.8826 0.3931 0.4887
H -0.2976 -1.7110 -0.9338
H -1.0231 -1.5049 1.4783
```

The molecule's natural (NBO) atomic charges, reported in e, are given here: -0.7014, 0.0915, -0.4339, -0.4368, 0.0700, -0.7293, 0.4815, 0.1766, 0.2099, 0.2137, 0.2132, 0.2041, 0.1638, 0.4770

No. 3
The following is a quantum chemistry calculation of a 12-piece molecular cluster, C32H92N4O12 overall, from the OMol25 dataset.

HOMO level (spin up / spin down): 0.0195 / -0.2620 Ha
Spin multiplicity: 2
Charge: -1
Energy relative to the best compared isomer or geometry (same formula, charge and spin): 26.2 kJ/mol
E_LUMO (spin up / spin down): 1.9073 / 1.8881 eV
Frontier orbital gap (spin up / spin down): 1.377 / 9.016 eV

```
140
C32H92N4O12 (wB97M-V/def2-TZVPD)
C -12.8252 -0.8355 -11.1029
C -12.0730 -1.0988 -12.3308
O -11.0226 -1.8871 -11.8733
H -12.1384 -0.3220 -10.4300
H -13.1362 -1.6089 -10.4007
H -13.6616 -0.1674 -11.3085
H -11.6809 -0.1390 -12.6674
H -12.6670 -1.5142 -13.1448
H -10.5360 -1.5182 -11.1325
C -13.9934 -0.8537 -7.4280
C -12.7205 -1.4701 -6.7659
O -12.5828 -0.7831 -5.5175
H -14.8807 -1.0172 -6.8164
H -14.1508 -1.2545 -8.4293
H -13.8277 0.2135 -7.5760
H -11.8442 -1.1846 -7.3479
H -12.8209 -2.5552 -6.7875
H -11.9248 -1.2292 -4.9794
C -16.0176 -0.4061 -14.2847
C -17.2930 0.4989 -14.5038
O -17.8765 0.1926 -15.7596
H -16.2391 -1.4692 -14.3790
H -15.6338 -0.1264 -13.3036
H -15.2288 -0.2310 -15.0163
H -17.0234 1.5549 -14.4901
H -17.8579 0.1659 -13.6330
H -18.5090 0.9018 -15.8963
C -16.0466 2.7396 -4.7846
C -14.5604 2.4225 -4.8041
O -14.4798 1.0560 -4.8116
H -16.2430 3.7510 -4.4289
H -16.5674 2.0526 -4.1176
H -16.5278 2.6828 -5.7610
H -14.0427 2.9049 -3.9751
H -14.1702 2.8488 -5.7283
H -13.7487 0.6736 -5.3024
C -19.1517 4.4311 -7.1853
C -20.4677 4.7982 -7.8814
O -21.3554 3.7659 -7.3900
H -18.7850 3.5110 -7.6402
H -19.2564 4.2405 -6.1173
H -18.4566 5.2500 -7.3707
H -20.3922 4.8418 -8.9679
H -20.7964 5.7913 -7.5750
H -21.8836 4.1543 -6.6886
C -19.9978 -1.4152 -12.1138
C -21.1968 -1.9683 -11.2940
O -22.1173 -2.5269 -12.1165
H -20.3718 -0.5252 -12.6199
H -19.6640 -2.1783 -12.8168
H -19.1892 -1.0416 -11.4856
H -21.6521 -1.2066 -10.6611
H -20.9934 -2.8308 -10.6593
H -22.8090 -2.8865 -11.5563
C -16.0002 1.7564 -9.3828
C -17.0708 1.1835 -10.3680
O -18.2237 1.8802 -10.1475
H -15.7470 2.8008 -9.5650
H -15.0604 1.2160 -9.4960
H -16.2832 1.5377 -8.3532
H -17.2009 0.1105 -10.2266
H -16.8503 1.3300 -11.4253
H -18.6535 1.6173 -9.3303
C -19.8349 0.7046 -5.6914
C -20.4799 0.3554 -7.1242
O -20.0931 1.4071 -8.0122
H -18.7646 0.4981 -5.6917
H -20.3323 0.1245 -4.9141
H -20.1229 1.7136 -5.3962
H -21.5694 0.3744 -7.0954
H -20.0813 -0.5955 -7.4778
H -20.4680 2.2266 -7.6811
C -19.7566 4.9173 -15.6693
C -19.0328 3.6986 -15.1038
C -19.2822 3.5916 -13.5317
O -18.9856 4.8208 -12.9372
C -19.0624 4.7402 -11.5611
N -19.4308 2.4987 -15.7733
H -19.7409 5.0162 -16.7547
H -19.2388 5.7786 -15.2473
H -20.7727 4.9128 -15.2748
H -17.9570 3.8195 -15.2302
H -18.6723 2.7820 -13.1310
H -20.3398 3.4318 -13.3213
H -18.0632 4.9035 -11.1572
H -19.4774 3.8550 -11.0791
H -19.7075 5.5352 -11.1871
H -20.4317 2.4276 -15.6584
H -19.3000 2.5614 -16.7728
C -17.4531 -2.4292 -8.0592
C -17.4408 -3.3538 -9.3369
C -16.3381 -2.8939 -10.3081
O -16.4407 -3.6895 -11.4870
C -15.3076 -3.5774 -12.3518
N -17.4753 -4.7304 -8.9067
H -16.4862 -2.4372 -7.5562
H -18.1570 -2.6867 -7.2678
H -17.6376 -1.4007 -8.3693
H -18.3168 -3.1864 -9.9635
H -15.3844 -2.9604 -9.7845
H -16.5339 -1.8718 -10.6320
H -15.1198 -2.5176 -12.5242
H -15.6175 -4.0575 -13.2800
H -14.4391 -4.0389 -11.8819
H -16.5431 -5.0367 -8.6672
H -17.5809 -5.2844 -9.7446
C -17.9571 8.3205 -10.9627
C -17.7366 7.5730 -9.6476
C -16.3161 6.9512 -9.5427
O -16.2769 6.1825 -8.2859
C -14.9655 5.6527 -7.9924
N -17.9109 8.5449 -8.5444
H -17.1913 9.0044 -11.3286
H -18.9296 8.8127 -10.9507
H -18.1705 7.5572 -11.7111
H -18.4869 6.7895 -9.5416
H -15.5703 7.7448 -9.5893
H -16.0929 6.3394 -10.4168
H -15.0475 5.2209 -6.9949
H -14.1608 6.3686 -7.8242
H -14.5914 4.8715 -8.6540
H -17.3453 9.3559 -8.7505
H -17.4620 8.1527 -7.7291
C -14.6511 4.5200 -15.3784
C -14.8292 3.8089 -14.0094
C -13.5272 3.5760 -13.2483
O -13.7771 2.7572 -12.1459
C -12.7482 2.7492 -11.1763
N -15.5286 4.6957 -13.1097
H -13.9627 3.9697 -16.0198
H -14.2104 5.5105 -15.2654
H -15.5950 4.6976 -15.8937
H -15.4145 2.9010 -14.1548
H -12.9865 4.4786 -12.9636
H -12.8254 3.0430 -13.8897
H -13.0660 2.3679 -10.2059
H -12.4244 3.7782 -11.0206
H -11.8877 2.1623 -11.4979
H -16.5271 4.6388 -13.2510
H -15.2185 4.5037 -12.1678
```

Results of the Mulliken charge analysis, in e, for atoms 1 through 99: -0.0144, -0.3288, -0.4410, 0.5004, -0.0867, -0.1580, 0.0819, 0.1771, 0.2349, -0.4511, -1.6904, 0.3680, 0.5175, -0.1262, 0.1512, 0.8137, 0.3023, 0.0837, -0.9700, 1.3819, -0.7232, 0.4823, -0.0839, 0.4160, -0.7399, -0.1439, 0.5337, -0.8861, -0.7251, -0.4852, 0.4074, 0.4303, -0.0597, 0.2483, 0.3810, 0.2224, -0.2598, -0.1673, -0.5865, -0.1310, 0.3212, 0.2266, -0.1322, 0.3723, 0.3228, -0.5043, -0.4140, -0.5567, 0.4204, 0.3547, -0.0393, 0.1838, 0.3122, 0.3160, 0.0230, 1.1804, -0.0125, -0.0725, -0.5548, 0.3743, -0.8515, -0.1271, -0.0187, -0.9751, -0.2501, -0.3307, 0.1616, 0.4512, 0.2603, 0.2857, 0.2352, 0.1488, -1.5620, 0.7460, -0.2992, -0.4852, -0.6790, -0.4970, 0.4932, 0.2824, 0.3311, -0.4330, 0.0237, 0.6729, 0.1293, 0.2458, 0.3959, 0.2399, 0.3301, -0.9681, 0.8516, 0.0574, -0.4135, -0.2759, -0.8196, 0.1505, 0.4734, -0.0693, -0.1094

| no. | electronic energy (Eh) |
| --- | --- |
| 1 | -2773.5724 |
| 2 | -307.6519 |
| 3 | -2396.0424 |